# 1
The following is a DFT calculation (the ωB97M-V functional and the def2-TZVPD basis) of C34H32MoN10OS4 as an isolated structure in a non-equilibrium geometry.

XYZ file:
```
82
Properties=species:S:1:pos:R:3
Mo 0.7931 -0.7842 -0.4801
C 3.8874 -1.6223 2.6911
C 3.7050 -2.9708 2.9694
C 2.7902 -3.6924 2.2272
C 2.0553 -3.0555 1.2291
N 2.2096 -1.7345 0.9983
C 3.1229 -1.0512 1.6972
C 1.1028 -3.7299 0.3357
C 0.9011 -5.1144 0.3593
C 0.0317 -5.7096 -0.5341
C -0.6456 -4.9168 -1.4602
C -0.4429 -3.5490 -1.4903
C 0.4504 -2.9264 -0.6109
H 4.6114 -1.0228 3.2227
H 4.2800 -3.4562 3.7456
H 2.6461 -4.7465 2.4124
H 3.2451 -0.0125 1.4089
H 1.4354 -5.7355 1.0662
H -0.1074 -6.7820 -0.5250
H -1.3235 -5.3754 -2.1681
H -0.9669 -2.9457 -2.2241
O 6.9593 -0.2456 -4.0406
C 5.8958 -0.3018 -3.4912
S 4.7732 -1.6666 -3.6464
C 3.5194 -1.0091 -2.6155
C 3.7508 0.1828 -2.0559
S 2.6086 0.9643 -1.0039
S 5.2714 0.9674 -2.4171
S 2.0531 -1.9293 -2.3743
N -0.3505 0.1466 -1.6060
C -1.0870 0.9425 -2.2552
C -1.4593 0.6662 -3.6645
C -2.6045 1.2234 -4.2281
C -2.9551 0.9280 -5.5367
C -2.1630 0.0793 -6.2945
C -1.0168 -0.4751 -5.7378
C -0.6624 -0.1844 -4.4322
C -1.5952 2.1721 -1.5875
C -2.2492 2.0796 -0.3611
C -2.7253 3.2205 0.2660
C -2.5400 4.4656 -0.3182
C -1.8774 4.5653 -1.5333
C -1.4143 3.4243 -2.1700
H -3.2291 1.8837 -3.6393
H -3.8498 1.3618 -5.9638
H -2.4345 -0.1463 -7.3174
H -0.3893 -1.1309 -6.3273
H 0.2320 -0.6078 -3.9941
H -2.3870 1.1032 0.0883
H -3.2522 3.1356 1.2086
H -2.9156 5.3556 0.1695
H -1.7277 5.5336 -1.9910
H -0.9057 3.4973 -3.1224
C -0.1099 3.6479 5.0907
C 0.3667 4.4084 3.8539
C -0.8060 4.8512 2.9880
C 1.4077 3.6523 3.0243
N 0.9504 2.3847 2.4612
C 0.9335 1.9919 1.1871
N 0.5911 0.7162 1.1585
N 0.3969 0.3483 2.4407
N 0.6221 1.3253 3.2194
H -0.6365 4.3290 5.7581
H 0.7184 3.2049 5.6413
H -0.7917 2.8443 4.8224
H 0.9060 5.2988 4.1971
H -1.3036 3.9892 2.5451
H -0.4873 5.5040 2.1745
H -1.5433 5.3877 3.5844
H 2.3033 3.4380 3.6109
H 1.7017 4.2515 2.1617
H 1.1441 2.6137 0.3349
N -2.2294 -4.2375 1.6216
C -3.2264 -3.3537 1.8080
N -4.3821 -3.8022 2.3386
N -3.1583 -2.0686 1.5116
C -2.0334 -1.6606 0.9803
N -1.0417 -1.2965 0.5090
H -2.3944 -5.2236 1.7205
H -1.4260 -3.9767 1.0638
H -4.4573 -4.7237 2.7271
H -5.0685 -3.1127 2.5881
```

## Properties
Calculated total energy ... -3598.6472 a.u.
Relative energy (zero: lowest compared OMol25 entry of this formula, charge and spin) ... 21.9 kJ/mol
Lowest unoccupied orbital energy ... 0.00 eV
HOMO energy ... -5.91 eV
Net charge ... 0



# 2
The following is a DFT calculation (the ωB97M-V functional and the def2-TZVPD basis) of a 2-piece molecular cluster, C34H33BF6O2 overall in a non-equilibrium geometry.

XYZ file:
```
76
Properties=species:S:1:pos:R:3
C -1.6206 1.2397 3.0849
C -0.8609 1.2371 1.7511
C -1.6539 0.5850 0.6593
O 0.3106 0.4259 1.9783
B 1.3998 1.3006 2.0444
C 2.8133 0.7040 1.8841
C 4.0288 1.1440 2.4354
C 5.1783 0.3974 2.2300
C 6.4664 0.8122 2.8969
F 7.5660 0.2196 2.3417
F 6.6410 2.1698 2.8471
F 6.4582 0.4851 4.2294
C 5.1860 -0.7674 1.4638
C 3.9895 -1.1333 0.8459
C 3.8958 -2.3701 0.0058
F 3.3800 -3.4220 0.7259
F 3.0380 -2.1850 -1.0559
F 5.0950 -2.7763 -0.4889
C 2.8399 -0.4062 1.0306
O 1.0511 2.6263 1.9750
C -0.2649 2.6904 1.3577
C -0.1126 2.8892 -0.1670
C -1.0631 3.8715 1.8938
H -2.6606 1.5838 2.9646
H -1.6373 0.2064 3.4668
H -1.1239 1.8568 3.8534
H -2.3175 1.3417 0.1963
H -0.9537 0.1964 -0.1112
H -2.2393 -0.2439 1.0764
H 4.0809 2.0359 3.0570
H 6.0750 -1.3438 1.3267
H 1.9253 -0.7528 0.5605
H -1.1090 2.8709 -0.6523
H 0.2909 3.8930 -0.3958
H 0.5440 2.1354 -0.6370
H -2.0952 3.8205 1.5122
H -1.0793 3.8089 2.9860
H -0.6381 4.8286 1.5530
C -0.1703 -4.7073 2.0626
C -0.0981 -3.3112 2.1134
C -0.8161 -2.4910 1.2293
C -1.7162 -2.9879 0.2516
C -2.1668 -2.1736 -0.9493
C -2.5342 -0.7220 -1.9939
C -3.1230 0.7232 -1.9751
C -4.1049 1.1542 -1.0660
C -4.3963 2.5207 -0.9030
C -3.8488 3.4991 -1.7272
C -3.0810 3.0625 -2.8160
C -2.8314 1.6980 -2.9876
C -1.3206 -0.6759 -2.9292
C -1.0315 -1.8076 -3.7070
C 0.1511 -1.8774 -4.4604
C 1.0455 -0.8002 -4.4876
C 0.7905 0.3091 -3.6803
C -0.3745 0.3483 -2.8961
C -1.8358 -4.4507 0.2612
C -1.0601 -5.2440 1.1260
H 0.3726 -5.3034 2.7943
H 0.5185 -2.8171 2.8514
H -0.6996 -1.4111 1.2970
H -3.0353 -2.7014 -1.3812
H -1.2850 -2.3858 -1.5891
H -3.3562 -1.2566 -2.5610
H -4.5695 0.4262 -0.4114
H -5.0737 2.8270 -0.1080
H -4.0387 4.5478 -1.5865
H -2.6943 3.7992 -3.5394
H -2.3388 1.4253 -3.9444
H -1.7152 -2.6608 -3.7044
H 0.3853 -2.7862 -5.0311
H 1.9304 -0.8103 -5.1070
H 1.4682 1.1813 -3.6163
H -0.5630 1.2393 -2.2897
H -2.4992 -5.0060 -0.4268
H -1.1075 -6.3487 1.1621
```

## Properties
Calculated total energy ... -2089.9456 a.u.
Relative energy (zero: lowest compared OMol25 entry of this formula, charge and spin) ... 344.7 kJ/mol
Lowest unoccupied orbital energy ... 0.33 eV
HOMO energy ... -8.70 eV
Net charge ... 0



# 3
The following is a DFT calculation (the ωB97M-V functional and the def2-TZVPD basis) of C34H33ClFN2O7Pt as an isolated structure in a non-equilibrium geometry.

XYZ file:
```
79
Properties=species:S:1:pos:R:3
Pt 0.3574 1.1953 -1.0752
O 0.8924 3.1647 -0.8746
C 0.4380 3.8751 0.0256
C -0.9195 3.8570 0.4665
C -1.3138 4.8926 1.3225
C -2.6117 5.0049 1.7209
C -3.5738 4.0612 1.3029
C -3.2155 3.0317 0.4915
C -1.8670 2.8718 0.0155
O -1.6114 1.8885 -0.7410
N -3.0072 6.1177 2.5827
O -4.1731 6.1792 2.9339
O -2.1572 6.9291 2.9057
H 1.1047 4.6165 0.4779
H -0.5867 5.6198 1.6622
H -4.5927 4.1714 1.6468
H -3.9378 2.2908 0.1739
C -3.2572 -1.3052 -4.2136
C -2.8482 -0.5018 -2.9767
C -3.9331 0.5150 -2.6097
C -2.5352 -1.4032 -1.7883
C -3.5365 -2.2542 -1.3334
C -3.3372 -3.0629 -0.2288
C -2.1272 -2.9932 0.4394
C -1.0902 -2.1577 0.0186
C 0.1603 -2.1655 0.8728
C 1.4638 -2.3390 0.0861
C 0.1693 -0.9453 1.7997
C -1.2873 -1.3674 -1.1257
N -0.2655 -0.5792 -1.7472
C 0.2301 -1.1057 -2.9357
C 0.1590 -2.4866 -3.2172
C 0.6197 -3.0384 -4.4027
C 1.1841 -2.2372 -5.3851
C 1.2738 -0.8737 -5.1455
C 0.8149 -0.3434 -3.9579
F 0.9096 1.0044 -3.8338
H -3.3873 -0.6402 -5.0722
H -4.2032 -1.8328 -4.0536
H -2.4949 -2.0449 -4.4690
H -1.9497 0.0571 -3.2242
H -4.8561 0.0117 -2.3043
H -4.1605 1.1564 -3.4668
H -3.5934 1.1470 -1.7905
H -4.4905 -2.2774 -1.8512
H -4.1151 -3.7383 0.1104
H -1.9620 -3.6163 1.3129
H 0.0627 -3.0425 1.5195
H 1.8022 -1.4127 -0.3611
H 1.3500 -3.0858 -0.7037
H 2.2563 -2.6746 0.7597
H 0.0445 -0.0216 1.2356
H 1.1135 -0.8721 2.3372
H -0.6468 -1.0064 2.5250
H -0.2752 -3.1319 -2.4639
H 0.5442 -4.1100 -4.5507
H 1.5346 -2.6554 -6.3211
H 1.6930 -0.1935 -5.8772
C 4.1292 -2.8049 3.0869
C 3.6710 -1.5143 3.7024
C 3.2284 -1.4577 5.0119
C 2.8258 -0.2534 5.5719
Cl 2.2567 -0.2254 7.2288
C 2.8712 0.9117 4.8407
C 3.3143 0.8770 3.5192
C 3.6911 -0.3306 2.9527
O 4.1289 -0.4658 1.6721
C 4.2375 0.7064 0.8683
C 2.9483 1.4339 0.4650
O 2.7775 2.5669 0.9063
O 2.2397 0.7625 -0.3855
H 4.1186 -3.6064 3.8255
H 5.1389 -2.7073 2.6845
H 3.4870 -3.0907 2.2517
H 3.1937 -2.3626 5.6068
H 2.5570 1.8476 5.2841
H 3.3289 1.7885 2.9358
H 4.7130 0.3570 -0.0452
H 4.8852 1.4249 1.3725
```

## Properties
Calculated total energy ... -2630.9897 a.u.
Relative energy (zero: lowest compared OMol25 entry of this formula, charge and spin) ... 110.0 kJ/mol
Lowest unoccupied orbital energy ... 1.96 eV
HOMO energy ... -4.45 eV
Net charge ... -1



# 4
The following is a DFT calculation (the ωB97M-V functional and the def2-TZVPD basis) of C34H33EuN5O5P2S3 as an isolated structure in a non-equilibrium geometry.

XYZ file:
```
83
Properties=species:S:1:pos:R:3
Eu -0.6743 0.5765 -0.4141
N 1.4420 1.4751 -4.5807
C 0.6463 1.3427 -3.4833
S 0.7845 -0.1913 -2.6773
N -0.1226 2.3477 -3.1959
N -0.7950 2.3329 -1.9950
C -1.7053 3.2467 -1.8622
C -2.4637 3.4733 -0.6666
C -3.6039 4.2847 -0.7487
C -4.4100 4.5239 0.3371
C -4.0814 3.9632 1.5704
C -2.9540 3.1977 1.7037
C -2.0932 2.9216 0.6111
O -1.0223 2.2340 0.7994
H 1.8759 0.6397 -4.9300
H 1.2502 2.2388 -5.2046
H -1.9126 3.9001 -2.7197
H -3.8680 4.7038 -1.7116
H -5.2916 5.1384 0.2341
H -4.7212 4.1289 2.4259
H -2.6781 2.7610 2.6540
C 0.7466 -2.6008 1.8523
C -0.6632 -2.1624 1.9043
N -1.1966 -1.2551 1.1055
C -2.5175 -1.1274 1.4662
C -2.7793 -1.9889 2.5133
N -1.5882 -2.6284 2.7640
C -3.9863 -2.3438 3.3002
O -5.1138 -1.7621 2.9733
O -3.8932 -3.1628 4.1908
C -3.4321 -0.2119 0.6974
O -4.6241 -0.1487 1.0449
O -2.9301 0.3804 -0.2927
H 1.1324 -2.4668 0.8399
H 0.8587 -3.6339 2.1715
H 1.3270 -1.9604 2.5279
H -1.4717 -3.3073 3.5009
H -5.0088 -1.0793 2.2077
S 1.5527 0.2015 3.6380
P 2.7394 0.6661 2.1405
S 2.0290 0.7520 0.2660
C 4.2001 -0.4627 2.0790
C 4.7122 -0.9734 3.2639
C 5.8706 -1.7293 3.2478
C 6.5174 -1.9795 2.0475
C 5.9981 -1.4799 0.8635
C 4.8419 -0.7214 0.8764
C 3.6823 2.2020 2.5077
C 4.1583 3.0108 1.4866
C 4.9427 4.1077 1.7933
C 5.2560 4.3950 3.1125
C 4.7791 3.5862 4.1316
C 3.9921 2.4908 3.8296
H 4.1903 -0.7816 4.1924
H 6.2767 -2.1212 4.1714
H 7.4286 -2.5636 2.0340
H 6.4986 -1.6756 -0.0753
H 4.4218 -0.3316 -0.0400
H 3.9024 2.7782 0.4624
H 5.3154 4.7397 0.9988
H 5.8714 5.2532 3.3476
H 5.0248 3.8111 5.1613
H 3.6012 1.8594 4.6158
C -2.7710 -0.1374 -3.3267
P -2.2925 -1.4617 -2.1228
C -4.0052 -2.0291 -1.6935
C -1.8539 -2.7677 -3.3456
C -2.3121 -4.0737 -3.2070
C -1.9645 -5.0474 -4.1269
C -1.1288 -4.7424 -5.1866
C -0.6341 -3.4555 -5.3108
C -0.9949 -2.4782 -4.4027
H -1.8782 0.3671 -3.6919
H -3.3850 0.5854 -2.7922
H -3.3170 -0.5674 -4.1671
H -4.4910 -2.4828 -2.5557
H -4.5801 -1.1659 -1.3658
H -3.9809 -2.7465 -0.8737
H -2.9474 -4.3421 -2.3750
H -2.3482 -6.0517 -4.0149
H -0.8466 -5.5118 -5.8914
H 0.0394 -3.2154 -6.1212
H -0.5755 -1.4891 -4.4973
```

## Properties
⟨S²⟩ ... 15.760
Calculated total energy ... -4553.3150 a.u.
Relative energy (zero: lowest compared OMol25 entry of this formula, charge and spin) ... 98.2 kJ/mol
Lowest unoccupied orbital energy (spin up / spin down) ... 4.24 / 4.24 eV
2S+1 ... 8
HOMO energy (spin up / spin down) ... 0.02 / -1.91 eV
Net charge ... -2



# 5
The following is a DFT calculation (the ωB97M-V functional and the def2-TZVPD basis) of C34H33N4P2PtS as an isolated structure.

XYZ file:
```
75
Properties=species:S:1:pos:R:3
Pt 0.0318 -0.1385 -0.2270
C -2.5332 -0.6775 2.2948
P -2.7667 -1.2275 0.5575
C -4.3848 -1.8546 0.3296
C -5.1680 -1.4677 -0.7800
C -6.4330 -1.9858 -0.9241
C -6.9122 -2.9240 -0.0047
C -6.1274 -3.3492 1.0713
C -4.8654 -2.8329 1.2353
C -2.3985 0.1375 -0.5722
C -2.7223 1.4711 -0.2492
C -2.6069 2.4553 -1.2094
C -2.1766 2.1398 -2.5002
C -1.8484 0.8370 -2.8371
C -1.9444 -0.1752 -1.8819
C -1.1162 -0.5699 2.7307
C -0.6030 -0.7606 4.0591
C 0.7494 -0.6195 3.9815
C 1.0501 -0.3382 2.6068
C 2.3397 -0.1235 1.9117
P 2.2045 -0.8184 0.2026
C 3.5180 -0.1177 -0.7875
C 3.9720 1.1888 -0.5851
C 4.9529 1.7100 -1.4112
C 5.4754 0.9405 -2.4458
C 5.0217 -0.3554 -2.6538
C 4.0461 -0.8895 -1.8264
C 2.4041 -2.5906 0.3310
C 3.6014 -3.1127 0.8308
C 3.7567 -4.4829 0.9437
C 2.7264 -5.3335 0.5559
C 1.5390 -4.8193 0.0540
C 1.3764 -3.4470 -0.0595
N -0.0996 -0.2990 1.8859
H -3.0675 -1.3787 2.9383
H -3.0475 0.2849 2.4134
H -4.7899 -0.7433 -1.4901
H -7.0614 -1.6692 -1.7450
H -7.9049 -3.3352 -0.1346
H -6.5114 -4.0860 1.7629
H -4.2419 -3.1767 2.0519
H -3.0776 1.7320 0.7390
H -2.8746 3.4742 -0.9632
H -2.1218 2.9197 -3.2490
H -1.5411 0.5904 -3.8444
H -1.7983 -1.2081 -2.1812
H -1.1974 -0.9784 4.9326
H 1.4742 -0.7000 4.7758
H 3.1826 -0.5444 2.4601
H 2.5013 0.9579 1.8221
H 3.5815 1.8033 0.2175
H 5.3256 2.7112 -1.2404
H 6.2502 1.3485 -3.0811
H 5.4411 -0.9567 -3.4490
H 3.7136 -1.9096 -1.9774
H 4.4163 -2.4565 1.1160
H 4.6820 -4.8912 1.3263
H 2.8560 -6.4042 0.6397
H 0.7479 -5.4878 -0.2569
H 0.4547 -3.0424 -0.4681
C -0.0981 6.3423 0.3202
C 0.6811 5.1913 0.9551
C 0.7699 3.9911 0.0717
N 0.4701 2.7918 0.4273
N 0.6528 1.8857 -0.5871
C 1.1039 2.4034 -1.7124
N 1.3856 1.7051 -2.8193
S 1.3189 4.1102 -1.5862
H -0.1877 7.1637 1.0276
H -1.1042 6.0323 0.0358
H 0.4054 6.7329 -0.5657
H 0.2202 4.8610 1.8860
H 1.6968 5.5145 1.1975
H 1.4158 0.6991 -2.7829
H 1.8186 2.1526 -3.6099
```

## Properties
⟨S²⟩ ... 6.035
Calculated total energy ... -2733.6638 a.u.
Relative energy (zero: lowest compared OMol25 entry of this formula, charge and spin) ... 0.0 kJ/mol
Lowest unoccupied orbital energy (spin up / spin down) ... -8.07 / -11.47 eV
2S+1 ... 5
HOMO energy (spin up / spin down) ... -15.89 / -16.69 eV
Net charge ... +3



# 6
The following is a DFT calculation (the ωB97M-V functional and the def2-TZVPD basis) of C34H33N6O6P2Sr as an isolated structure in a non-equilibrium geometry.

XYZ file:
```
82
Properties=species:S:1:pos:R:3
Sr -1.2513 -1.7556 0.8202
O 1.3244 0.2710 4.8490
C 0.6117 -0.1897 3.8201
O 0.9184 0.0036 2.6676
C -0.6139 -0.9256 4.2289
C -0.9523 -1.1206 5.5558
C -2.1815 -1.7079 5.8440
C -3.0262 -2.0292 4.8023
C -2.6059 -1.7829 3.4961
N -1.4095 -1.2828 3.2139
C -3.5387 -2.0496 2.2995
O -4.4237 -2.8689 2.4543
O -3.2382 -1.3543 1.2707
H 2.0510 0.8141 4.5157
H -0.2777 -0.8069 6.3384
H -2.4786 -1.8769 6.8701
H -4.0076 -2.4586 4.9485
N 2.3136 -2.3149 1.3111
N 2.3296 -3.6308 1.7314
C 1.2105 -4.3631 1.6918
N 1.2932 -5.6413 2.0458
N 0.1177 -3.7249 1.2385
N -1.0259 -4.3810 1.0141
O -1.2743 -5.4898 1.4757
O -1.8222 -3.7634 0.2986
H 2.8006 -2.1990 0.4303
H 2.6817 -1.6994 2.0191
H 3.1944 -4.0779 1.9917
H 2.1704 -6.0509 2.3166
H 0.4423 -6.1788 2.0669
C -0.5893 1.0638 -1.4758
C -0.6163 1.0118 0.0494
P -0.6820 2.5765 1.0832
C 1.0175 3.2014 0.7671
C 1.8688 3.2433 1.8701
C 3.1925 3.6381 1.7346
C 3.6811 3.9909 0.4858
C 2.8397 3.9680 -0.6186
C 1.5139 3.5856 -0.4785
C -1.7331 3.6413 0.0336
C -2.9805 3.1566 -0.3673
C -3.8657 3.9741 -1.0511
C -3.5283 5.2930 -1.3213
C -2.3005 5.7880 -0.9091
C -1.4085 4.9695 -0.2307
P -0.7469 -0.6706 -2.0906
C -0.7077 -0.4043 -3.9131
C 0.1688 -1.0762 -4.7626
C 0.1409 -0.8400 -6.1293
C -0.7611 0.0641 -6.6674
C -1.6458 0.7274 -5.8301
C -1.6269 0.4883 -4.4659
C 0.9384 -1.3538 -1.8200
C 2.1114 -0.6059 -1.7428
C 3.3464 -1.2419 -1.7437
C 3.4235 -2.6290 -1.8076
C 2.2595 -3.3853 -1.8614
C 1.0263 -2.7489 -1.8615
H 0.3204 1.5128 -1.8707
H -1.4353 1.6341 -1.8561
H 0.2750 0.4923 0.4244
H -1.5096 0.4514 0.3587
H 1.4747 2.9753 2.8442
H 3.8390 3.6877 2.6019
H 4.7106 4.3060 0.3746
H 3.2155 4.2621 -1.5906
H 0.8562 3.6179 -1.3379
H -3.2672 2.1366 -0.1306
H -4.8246 3.5831 -1.3670
H -4.2278 5.9365 -1.8382
H -2.0357 6.8170 -1.1150
H -0.4543 5.3669 0.0924
H 0.8829 -1.7852 -4.3680
H 0.8312 -1.3667 -6.7757
H -0.7827 0.2428 -7.7341
H -2.3557 1.4323 -6.2429
H -2.3417 0.9974 -3.8299
H 2.0844 0.4771 -1.7131
H 4.2557 -0.6539 -1.7189
H 4.3885 -3.1199 -1.8235
H 2.3194 -4.4644 -1.9311
H 0.1130 -3.3296 -1.9549
```

## Properties
Calculated total energy ... -2808.6309 a.u.
Relative energy (zero: lowest compared OMol25 entry of this formula, charge and spin) ... 300.0 kJ/mol
Lowest unoccupied orbital energy ... -3.28 eV
HOMO energy ... -10.45 eV
Net charge ... +1



Q: Which formula does entry 5 have?
A: C34H33N4P2PtS



Q: The lowest relative energy (zero: lowest compared OMol25 entry of this formula, charge and spin) belongs to which entry?
A: C34H33N4P2PtS



Q: Which value of calculated total energy does entry 5 give?
A: -2733.6638 a.u.



Q: The highest calculated total energy belongs to which entry?
A: C34H33BF6O2